(1)
Here is one molecule with the formula C19H18N8O3S in a non-equilibrium geometry from the Open Molecules 2025 dataset. Energies are from ωB97M-V/def2-TZVPD.

Results
ΔE to the lowest compared entry with this formula, charge and spin   21.5 kJ/mol
SMILES string   CCCOc1ccc(-c2c(C(=O)N/N=C/c3cccs3)nnn2-c2nonc2N)cc1
Highest occupied orbital energy   -8.238 eV

The geometry in ORCA input format:
```
! wB97M-V def2-TZVPD RIJCOSX def2/J DEFGRID3
* xyz 0 1
C 3.475 -5.303 2.208
H 3.436 -6.324 2.581
H 2.766 -4.703 2.774
C 3.128 -5.260 0.725
C 1.697 -5.743 0.474
O 0.726 -4.919 1.088
C 0.412 -3.718 0.546
C -0.482 -2.941 1.291
C -0.895 -1.712 0.836
C -0.416 -1.213 -0.377
C 0.481 -1.979 -1.114
C 0.888 -3.220 -0.664
H 1.577 -3.785 -1.271
H 0.866 -1.599 -2.047
C -0.820 0.097 -0.846
C -0.081 1.203 -1.270
N -0.943 2.214 -1.531
N -2.129 1.832 -1.313
N -2.107 0.551 -0.882
C -3.297 -0.106 -0.673
N -3.454 -1.378 -0.444
O -4.767 -1.594 -0.355
N -5.480 -0.454 -0.534
C -4.611 0.507 -0.735
N -4.876 1.812 -0.898
H -5.826 2.079 -1.087
H -4.110 2.382 -1.231
C 1.374 1.333 -1.432
O 2.108 0.436 -1.800
N 1.886 2.566 -1.143
N 1.162 3.572 -0.652
C 1.712 4.701 -0.428
C 0.937 5.785 0.086
C -0.414 5.823 0.328
C -0.842 7.063 0.830
C 0.177 7.956 0.965
S 1.686 7.302 0.481
H 0.133 8.966 1.323
H -1.863 7.289 1.080
H -1.049 4.979 0.132
H 2.776 4.885 -0.616
H 2.892 2.682 -1.305
H -1.570 -1.123 1.437
H -0.838 -3.333 2.230
H 1.500 -5.839 -0.600
H 1.553 -6.722 0.940
H 3.237 -4.238 0.358
H 3.810 -5.899 0.161
H 4.474 -4.910 2.377
*
```

=====

(2)
Here is C29H61NO12PS2 as an isolated structure from the Open Molecules 2025 dataset. Energies are from ωB97M-V/def2-TZVPD.

Results
ΔE to the lowest compared entry with this formula, charge and spin   24.4 kJ/mol
Highest occupied orbital energy   -5.892 eV

The geometry in ORCA input format:
```
! wB97M-V def2-TZVPD RIJCOSX def2/J DEFGRID3
* xyz -1 1
C 1.900 0.268 1.814
O 1.979 0.004 0.427
C 0.739 -0.101 -0.232
C 0.543 0.948 -1.337
C 1.262 2.280 -1.118
C 0.365 3.514 -0.942
S -0.954 3.406 0.270
O -0.928 4.669 0.970
O -0.746 2.229 1.092
N -2.228 3.264 -0.716
S -3.566 2.705 -0.050
O -3.826 3.133 1.297
O -4.630 2.843 -1.013
P -3.281 0.548 0.009
O -4.516 -0.246 -0.197
H 1.896 1.340 2.042
H 2.755 -0.206 2.293
H 1.006 -0.148 2.271
H -0.095 -0.071 0.473
H 0.710 -1.091 -0.708
H 0.857 0.507 -2.282
H -0.525 1.144 -1.424
H 1.847 2.481 -2.020
H 1.974 2.229 -0.298
H 0.969 4.350 -0.595
H -0.081 3.778 -1.898
H -2.627 0.296 1.228
H -2.321 0.315 -0.990
C 4.064 -4.566 0.961
C 4.851 -4.311 2.248
C 4.979 -2.790 2.231
O 3.818 -2.304 1.571
C 3.118 -3.374 0.944
H 3.539 -5.520 0.945
H 4.728 -4.528 0.095
H 4.268 -4.631 3.114
H 5.817 -4.815 2.283
H 5.866 -2.475 1.667
H 5.034 -2.353 3.230
H 2.205 -3.581 1.517
H 2.840 -3.066 -0.060
C -0.680 -3.344 4.919
C -0.360 -2.300 5.988
C 0.724 -1.479 5.301
O 0.431 -1.523 3.905
C -0.557 -2.517 3.644
H -1.662 -3.802 5.029
H 0.072 -4.138 4.932
H -1.239 -1.680 6.179
H -0.030 -2.724 6.936
H 1.717 -1.915 5.471
H 0.739 -0.437 5.618
H -1.503 -2.019 3.405
H -0.250 -3.106 2.778
C 0.161 2.992 8.302
C -1.210 2.893 7.634
C -0.831 2.517 6.208
O 0.374 1.748 6.308
C 0.915 1.857 7.621
H 0.132 2.888 9.386
H 0.626 3.951 8.063
H -1.795 2.094 8.096
H -1.790 3.813 7.684
H -0.630 3.403 5.599
H -1.590 1.922 5.701
H 0.758 0.907 8.149
H 1.989 2.037 7.550
C 1.915 0.840 -6.855
C 0.460 1.271 -6.680
C 0.117 0.654 -5.330
O 1.331 0.646 -4.576
C 2.437 0.941 -5.427
H 2.477 1.460 -7.553
H 1.962 -0.195 -7.203
H 0.395 2.360 -6.624
H -0.199 0.931 -7.477
H -0.235 -0.378 -5.443
H -0.638 1.217 -4.780
H 2.792 1.954 -5.205
H 3.246 0.239 -5.215
C 3.635 -3.297 -4.638
C 2.259 -2.778 -4.220
C 2.047 -3.503 -2.898
O 3.346 -3.678 -2.325
C 4.350 -3.380 -3.295
H 4.150 -2.651 -5.348
H 3.545 -4.291 -5.082
H 2.294 -1.699 -4.055
H 1.471 -2.986 -4.943
H 1.595 -4.490 -3.050
H 1.425 -2.940 -2.200
H 4.814 -2.422 -3.036
H 5.117 -4.156 -3.262
C -7.179 3.130 -3.231
C -8.302 2.725 -4.186
C -7.517 2.153 -5.361
O -6.329 1.593 -4.818
C -6.172 2.013 -3.444
H -7.491 3.213 -2.193
H -6.751 4.088 -3.535
H -8.917 1.946 -3.730
H -8.954 3.549 -4.477
H -7.245 2.943 -6.073
H -8.065 1.377 -5.902
H -6.382 1.160 -2.793
H -5.149 2.327 -3.274
*
```

=====

(3)
Here is one molecule with the formula C4H6N2O in a non-equilibrium geometry from the Open Molecules 2025 dataset. Energies are from ωB97M-V/def2-TZVPD.

Results
ΔE to the lowest compared entry with this formula, charge and spin   224.5 kJ/mol
SMILES string   Nc1cc[nH]c1O
Highest occupied orbital energy   -6.917 eV

The geometry in ORCA input format:
```
! wB97M-V def2-TZVPD RIJCOSX def2/J DEFGRID3
* xyz 0 1
N 1.610 1.038 0.400
C 0.581 0.130 0.229
C -0.100 0.096 -0.979
O -0.619 1.304 -1.456
N -1.065 -0.894 -0.869
C -1.113 -1.311 0.423
C -0.135 -0.662 1.154
H 2.252 1.161 -0.364
H 1.919 1.306 1.314
H 0.007 2.007 -1.258
H -1.521 -1.351 -1.645
H -1.815 -2.070 0.734
H -0.052 -0.630 2.232
*
```

=====

(4)
Here is a 7-piece molecular cluster, C18H50O7 overall in a non-equilibrium geometry from the Open Molecules 2025 dataset. Energies are from ωB97M-V/def2-TZVPD.

Results
ΔE to the lowest compared entry with this formula, charge and spin   4.1 kJ/mol
SMILES string   CC(C)O.CC(C)O.CC(C)O.CC(C)O.CC(C)O.CC(C)O.O
Highest occupied orbital energy   -9.480 eV

The geometry in ORCA input format:
```
! wB97M-V def2-TZVPD RIJCOSX def2/J DEFGRID3
* xyz 0 1
O 0.258 -0.852 -0.332
H 0.325 -0.690 -1.291
H -0.634 -1.214 -0.198
C 2.680 -2.831 1.241
C 2.015 -2.221 2.439
C 2.956 -2.131 3.630
O 1.540 -0.917 2.181
H 3.120 -3.802 1.481
H 3.473 -2.179 0.864
H 1.963 -2.980 0.431
H 1.179 -2.871 2.759
H 3.464 -3.087 3.793
H 2.458 -1.824 4.544
H 3.772 -1.435 3.394
H 1.076 -0.891 1.328
C -4.006 -0.458 -1.350
C -3.485 -1.556 -0.443
C -4.478 -2.712 -0.276
O -2.228 -2.059 -0.946
H -3.357 0.416 -1.297
H -4.989 -0.117 -1.007
H -4.124 -0.804 -2.380
H -3.281 -1.136 0.542
H -4.138 -3.339 0.549
H -4.527 -3.311 -1.186
H -5.464 -2.336 -0.004
H -2.402 -2.474 -1.797
C -0.679 2.823 -0.502
C -1.521 2.407 0.678
C -2.933 3.009 0.647
O -1.657 0.978 0.730
H 0.384 2.672 -0.300
H -0.893 3.837 -0.827
H -0.912 2.146 -1.334
H -1.081 2.719 1.635
H -2.942 3.996 1.107
H -3.628 2.367 1.190
H -3.321 3.083 -0.375
H -0.818 0.580 0.457
C 3.358 0.982 -0.691
C 4.340 1.925 -1.321
C 4.841 3.005 -0.419
O 5.532 1.190 -1.695
H 2.576 1.601 -0.228
H 3.740 0.389 0.137
H 2.887 0.366 -1.456
H 3.884 2.357 -2.218
H 5.521 3.677 -0.941
H 5.377 2.561 0.423
H 4.039 3.618 0.001
H 5.336 0.636 -2.456
C 1.849 1.157 -4.267
C 0.429 0.691 -3.992
C -0.325 0.241 -5.249
O 0.472 -0.390 -3.057
H 2.285 1.558 -3.357
H 1.880 1.928 -5.042
H 2.471 0.338 -4.639
H -0.146 1.471 -3.493
H -1.283 -0.182 -4.950
H 0.254 -0.537 -5.758
H -0.483 1.055 -5.955
H 0.921 -1.151 -3.443
C -1.834 -1.975 3.188
C -2.432 -0.754 3.864
C -1.337 0.111 4.473
O -3.210 0.009 2.950
H -1.023 -2.383 3.791
H -1.450 -1.684 2.206
H -2.563 -2.776 3.034
H -3.130 -1.023 4.658
H -0.657 0.494 3.714
H -0.793 -0.437 5.249
H -1.805 0.946 5.004
H -2.687 0.181 2.158
*
```

=====

(5)
Here is one molecule with the formula C5H4N2 in a non-equilibrium geometry from the Open Molecules 2025 dataset. Energies are from ωB97M-V/def2-TZVPD.

Results
ΔE to the lowest compared entry with this formula, charge and spin   533.2 kJ/mol
Highest occupied orbital energy (alpha / beta)   -8.578 / -8.402 eV

The geometry in ORCA input format:
```
! wB97M-V def2-TZVPD RIJCOSX def2/J DEFGRID3
* xyz 0 1
C 1.612 0.761 -0.659
C 0.949 -0.292 -0.287
C -0.068 -1.181 -0.304
N -0.892 -1.335 0.924
C -1.388 -0.405 0.023
C -1.519 0.952 0.454
N -1.809 2.036 0.776
H 2.663 0.919 -0.427
H -0.085 -2.000 -1.005
H -0.468 -0.902 1.746
H 1.006 1.447 -1.240
*
```

=====

(6)
Here is C25H37AuN4P3 as an isolated structure in a non-equilibrium geometry from the Open Molecules 2025 dataset. Energies are from ωB97M-V/def2-TZVPD.

Results
Highest occupied orbital energy (alpha / beta)   -8.495 / -9.740 eV
<S²>   2.04

The geometry in ORCA input format:
```
! wB97M-V def2-TZVPD RIJCOSX def2/J DEFGRID3
* xyz 1 3
C -1.598 3.025 -3.865
C -1.350 1.806 -3.242
C -0.010 1.392 -2.973
C 1.045 2.234 -3.424
C 0.760 3.477 -4.003
C -0.553 3.877 -4.220
C 2.425 1.779 -3.311
C 2.555 0.329 -3.284
C 1.447 -0.465 -2.877
C 1.532 -1.875 -3.069
C 2.727 -2.454 -3.490
C 3.845 -1.666 -3.770
C 3.752 -0.285 -3.677
H -2.634 3.323 -4.053
H 1.598 4.107 -4.305
H -0.762 4.840 -4.682
H 3.065 2.232 -4.076
H 2.783 -3.541 -3.589
H 4.780 -2.133 -4.080
H 4.600 0.357 -3.929
N 0.311 0.172 -2.387
Au -0.681 -0.591 -0.607
C -2.518 0.931 -2.866
H -2.446 -0.065 -3.321
H -3.461 1.406 -3.162
C 0.328 -2.759 -2.846
H -0.552 -2.386 -3.383
H 0.544 -3.787 -3.159
P -2.571 0.733 -1.053
P -0.092 -2.823 -1.074
C 1.421 -3.394 -0.252
H 1.285 -3.366 0.839
H 1.656 -4.422 -0.566
H 2.258 -2.737 -0.521
C -1.303 -4.162 -0.929
H -0.842 -5.116 -1.231
H -1.645 -4.232 0.113
H -2.165 -3.954 -1.579
C -2.451 2.411 -0.377
H -3.311 3.015 -0.700
H -2.427 2.361 0.719
H -1.526 2.886 -0.729
C -4.243 0.145 -0.694
H -4.360 0.032 0.392
H -4.983 0.867 -1.071
H -4.406 -0.828 -1.178
H 3.060 2.358 -2.138
H 3.543 2.762 -1.613
C 0.288 -1.912 4.525
N 0.776 -0.595 4.058
C -0.119 0.470 4.566
N -1.530 0.253 4.169
C -1.976 -1.080 4.632
N -1.113 -2.170 4.122
C -1.255 -2.351 2.673
P -0.736 -0.799 1.767
C 0.909 -0.545 2.597
C -1.735 0.439 2.735
H 0.329 -1.916 5.627
H 0.933 -2.701 4.113
H 0.219 1.438 4.169
H -0.070 0.461 5.667
H -3.007 -1.251 4.293
H -1.924 -1.091 5.733
H -0.640 -3.200 2.337
H -2.307 -2.559 2.429
H 1.294 0.438 2.295
H 1.609 -1.320 2.255
H -2.800 0.312 2.488
H -1.419 1.450 2.444
*
```

=====

(7)
Here is one molecule with the formula C4H6N4 in a non-equilibrium geometry from the Open Molecules 2025 dataset. Energies are from ωB97M-V/def2-TZVPD.

Results
ΔE to the lowest compared entry with this formula, charge and spin   210.3 kJ/mol
SMILES string   [H]/N=C\n1cc(N)cn1
Highest occupied orbital energy   -8.945 eV

The geometry in ORCA input format:
```
! wB97M-V def2-TZVPD RIJCOSX def2/J DEFGRID3
* xyz 0 1
C -1.215 0.036 0.004
C -0.704 1.390 -0.112
C 2.197 -0.530 0.011
C -0.210 -0.838 -0.111
H -3.136 -0.777 -0.618
H -3.261 0.012 0.721
H -1.035 2.358 0.082
H 2.167 -1.662 0.079
H 3.069 1.049 0.139
H -0.133 -1.915 -0.313
N -2.555 -0.389 0.173
N 0.634 1.225 -0.060
N 0.900 -0.015 -0.139
N 3.279 0.055 0.144
*
```

=====

(8)
Here is C6H8N2 as an isolated structure in a non-equilibrium geometry from the Open Molecules 2025 dataset. Energies are from ωB97M-V/def2-TZVPD.

Results
ΔE to the lowest compared entry with this formula, charge and spin   520.6 kJ/mol
Highest occupied orbital energy   -8.797 eV

The geometry in ORCA input format:
```
! wB97M-V def2-TZVPD RIJCOSX def2/J DEFGRID3
* xyz 0 1
C -2.184 -0.599 0.386
C -1.450 0.412 -0.062
C -0.009 0.276 -0.292
C 0.864 1.407 -0.518
C 1.193 0.680 0.684
C 1.497 -1.340 -0.146
H -3.117 -0.706 0.814
H -1.707 -1.569 -0.092
H -1.741 1.597 0.048
H 0.289 2.362 -0.553
H 1.633 1.604 -1.288
H 0.942 1.434 1.565
H 1.911 -2.409 -0.182
H -0.558 -1.775 -0.202
N 2.108 -0.429 0.586
N 0.330 -0.943 -0.747
*
```

=====

(9)
Here is one molecule with the formula C5H9NO3S in a non-equilibrium geometry from the Open Molecules 2025 dataset. Energies are from ωB97M-V/def2-TZVPD.

Results
ΔE to the lowest compared entry with this formula, charge and spin   579.5 kJ/mol
SMILES string   C=CS[C@](C)(OC)[N+](=O)[O-]
Highest occupied orbital energy   -8.963 eV

The geometry in ORCA input format:
```
! wB97M-V def2-TZVPD RIJCOSX def2/J DEFGRID3
* xyz 0 1
C -0.776 -3.255 -0.116
C -0.020 -2.198 -0.313
C 1.459 1.493 1.206
C -0.727 1.255 -0.813
C 1.204 0.381 0.105
N 2.449 -0.280 -0.339
O 3.379 -0.359 0.441
O 2.377 -0.854 -1.422
O 0.523 0.686 -1.060
S 0.283 -1.014 1.024
H -1.047 -3.922 -0.934
H -1.229 -3.274 0.923
H 0.528 -1.765 -1.125
H 1.337 2.598 0.749
H 0.656 1.380 1.953
H 2.391 1.440 1.506
H -0.472 2.165 -0.315
H -1.408 0.757 -0.177
H -1.319 1.190 -1.786
*
```

=====

(10)
Here is a 2-piece molecular cluster, C2H5FOS overall in a non-equilibrium geometry from the Open Molecules 2025 dataset. Energies are from ωB97M-V/def2-TZVPD.

Results
ΔE to the lowest compared entry with this formula, charge and spin   159.1 kJ/mol
SMILES string   C=CO.FS
Highest occupied orbital energy   -9.339 eV

The geometry in ORCA input format:
```
! wB97M-V def2-TZVPD RIJCOSX def2/J DEFGRID3
* xyz 0 1
C -1.349 -0.087 0.349
C -0.506 -1.108 0.301
O -0.725 -2.232 -0.356
F -0.989 4.692 2.195
S -0.806 3.227 1.451
H -2.292 -0.117 -0.074
H -0.664 2.610 2.800
H -0.998 0.677 1.028
H 0.270 -1.136 1.122
H -1.442 -2.014 -0.916
*
```

=====

(11)
Here is C32H38BrIrN3OSb as an isolated structure from the Open Molecules 2025 dataset. Energies are from ωB97M-V/def2-TZVPD.

Results
ΔE to the lowest compared entry with this formula, charge and spin   0.0 kJ/mol
Highest occupied orbital energy (alpha / beta)   -16.685 / -17.507 eV
<S²>   0.77

The geometry in ORCA input format:
```
! wB97M-V def2-TZVPD RIJCOSX def2/J DEFGRID3
* xyz 3 2
Ir -0.175 1.518 -1.433
C 2.090 -0.129 -2.303
C 0.864 -0.590 -3.022
C 0.872 -1.726 -3.818
C -0.255 -2.070 -4.536
C -1.351 -1.212 -4.500
C -1.327 -0.102 -3.683
N -0.251 0.156 -2.913
Sb -2.812 1.420 -3.882
C -1.320 2.992 -3.730
C -1.468 3.982 -4.679
C -0.588 5.058 -4.712
C 0.422 5.100 -3.778
C 0.549 4.089 -2.831
C 1.658 4.168 -1.830
N -0.315 3.046 -2.809
C -3.155 1.450 -1.774
C -4.441 1.400 -1.279
C -4.676 1.666 0.067
C -3.616 2.073 0.850
C -2.338 2.130 0.312
C -1.186 2.662 1.099
N -2.120 1.747 -0.961
H 2.962 -0.282 -2.940
H 2.254 -0.667 -1.368
H 2.066 0.950 -2.100
H 1.779 -2.313 -3.876
H -0.270 -2.961 -5.149
H -2.217 -1.403 -5.121
H -2.272 3.922 -5.401
H -0.695 5.839 -5.452
H 1.130 5.917 -3.765
H 2.247 5.066 -1.999
H 2.338 3.318 -1.915
H 1.274 4.224 -0.809
H -5.263 1.168 -1.943
H -5.675 1.601 0.478
H -3.759 2.374 1.880
H -1.521 3.508 1.700
H -0.395 3.060 0.451
H -0.760 1.917 1.772
C 2.669 -0.851 5.345
C 2.728 -1.943 4.256
C 2.214 -3.259 4.838
C 4.190 -2.132 3.797
C 1.918 -1.475 3.074
C 2.291 -0.256 2.426
C 1.572 0.175 1.367
Br 2.056 1.794 0.501
C 0.435 -0.535 0.844
O -0.232 -0.108 -0.158
C 0.050 -1.775 1.497
C 0.813 -2.175 2.574
C -1.130 -2.662 1.084
C -2.082 -2.766 2.291
C -1.961 -2.195 -0.119
C -0.573 -4.059 0.747
H 3.270 -1.178 6.194
H 1.648 -0.695 5.694
H 3.075 0.103 5.007
H 2.839 -3.539 5.684
H 2.265 -4.075 4.115
H 1.191 -3.171 5.209
H 4.781 -2.455 4.653
H 4.636 -1.210 3.423
H 4.267 -2.898 3.025
H 3.139 0.310 2.786
H 0.541 -3.093 3.073
H -2.466 -1.785 2.580
H -1.603 -3.214 3.160
H -2.931 -3.397 2.025
H -2.437 -1.229 0.055
H -2.750 -2.931 -0.277
H -1.370 -2.140 -1.035
H -0.076 -4.524 1.597
H 0.136 -4.013 -0.081
H -1.396 -4.711 0.453
*
```

=====

(12)
Here is a 5-piece molecular cluster, CH14NO4 overall in a non-equilibrium geometry from the Open Molecules 2025 dataset. Energies are from ωB97M-V/def2-TZVPD.

Results
ΔE to the lowest compared entry with this formula, charge and spin   203.1 kJ/mol
Highest occupied orbital energy   -13.959 eV

The geometry in ORCA input format:
```
! wB97M-V def2-TZVPD RIJCOSX def2/J DEFGRID3
* xyz 1 1
C 1.729 -0.480 0.802
N 0.575 0.374 0.517
H 1.442 -1.077 1.634
H 2.654 0.015 0.845
H 1.827 -1.306 0.058
H 0.644 0.905 -0.395
H -0.339 -0.192 0.382
H 0.594 1.228 1.254
H 1.173 6.529 -1.039
H 1.426 5.798 0.134
O 1.388 5.621 -0.810
H -2.241 -5.839 0.850
H -2.118 -5.725 -0.820
O -2.617 -5.541 -0.024
H -2.056 -2.123 1.303
H -0.775 -3.162 1.156
O -1.112 -2.269 1.290
H 0.483 3.040 -1.433
H -0.251 2.070 -2.470
O 0.233 2.202 -1.692
*
```